Entry from the Open Molecules 2025 dataset: a single C19H17BrF3N3O3 molecule in a non-equilibrium geometry (ωB97M-V/def2-TZVPD).

The geometry in XYZ format:
```
46
Properties=species:S:1:pos:R:3:forces:R:3
O -0.527 -3.322 -0.617 0.4 0.5 0.6
C 0.147 -2.517 0.030 -0.4 -0.7 -0.8
C 1.605 -2.841 0.288 0.4 0.1 0.3
C 2.337 -3.551 -0.672 0.0 0.2 0.4
C 3.671 -3.878 -0.445 -0.2 0.2 0.3
C 4.296 -3.518 0.747 -0.2 0.1 0.1
Br 6.128 -3.999 0.971 -0.4 0.1 -0.1
C 3.576 -2.831 1.740 -0.3 0.0 -0.1
C 4.237 -2.438 3.066 -0.7 -0.4 -1.2
F 3.394 -1.790 3.874 -0.2 0.1 0.2
F 4.661 -3.525 3.709 0.2 -0.1 0.4
F 5.274 -1.632 2.837 0.4 0.2 0.2
C 2.231 -2.511 1.500 0.4 -0.2 -0.3
N -0.380 -1.364 0.534 0.3 0.1 0.7
C 0.397 -0.107 0.581 -0.8 0.2 -0.1
C 0.288 0.559 -0.812 -0.1 0.2 0.5
C -1.171 0.773 -1.302 0.0 -0.3 0.7
C -2.051 -0.475 -1.014 -0.2 0.0 0.4
C -1.825 -1.107 0.382 0.4 0.4 -0.3
C -1.285 1.309 -2.746 0.2 -0.6 -0.3
C -1.932 2.617 -2.256 0.2 -0.6 1.6
N -1.780 2.065 -0.880 0.0 -0.1 0.3
C -2.123 2.566 0.325 1.1 -2.0 0.2
O -1.958 1.987 1.390 0.1 -0.4 0.0
C -2.695 3.865 0.305 0.7 3.0 -0.6
C -4.044 4.204 0.384 -0.8 0.9 0.0
N -4.247 5.498 0.285 0.5 -0.3 0.0
O -2.980 6.067 0.138 0.1 -1.0 0.2
C -2.055 5.074 0.151 -1.3 -0.3 0.0
H 1.870 -3.853 -1.601 -0.1 0.1 0.1
H 4.229 -4.420 -1.195 0.0 0.0 0.0
H 1.658 -2.013 2.273 0.1 0.0 0.0
H -0.060 0.524 1.344 -0.2 0.0 -0.2
H 1.419 -0.217 0.938 0.0 -0.4 -0.5
H 0.817 1.512 -0.796 -0.1 0.2 0.0
H 0.826 -0.056 -1.535 -0.1 -0.2 -0.1
H -3.106 -0.223 -1.125 -0.1 0.2 0.0
H -1.860 -1.237 -1.771 0.3 0.0 0.0
H -2.418 -2.004 0.576 0.3 -0.1 -0.5
H -2.125 -0.419 1.174 0.3 0.2 -0.1
H -0.295 1.422 -3.189 -0.2 0.0 -0.3
H -1.937 0.666 -3.338 0.2 0.2 -0.3
H -1.321 3.517 -2.337 -0.4 0.0 -0.5
H -2.997 2.738 -2.464 0.3 0.3 -0.5
H -4.866 3.514 0.509 -0.1 0.2 0.0
H -1.021 5.370 0.043 -0.2 0.0 0.0
```
Positions in Å, forces in eV/Å.

Calculated values
Relative energy (zero: lowest compared OMol25 entry of this formula, charge and spin), eV: 0.6932
E_tot, a.u.: -3997.79898
HOMO level, eV: -9.4355
Structure (SMILES): O=C(c1ccc(Br)c(C(F)(F)F)c1)N1CCC2(CC1)CCN2C(=O)c1cnoc1
Largest force on an atom, Eh/bohr: 0.062
Charge: 0
Frontier orbital gap, eV: 9.59

Atom charges from the natural (NBO) analysis, given in e for atoms 1 to 6: O -0.619; C 0.665; C -0.132; C -0.136; C -0.239; C -0.074